Entry 1:
This record from OMol25 describes a cluster of 2 separate species, C2H10N5 in total in a non-equilibrium geometry. The level of theory is wB97M-V/def2-TZVPD.

energy above the lowest of the compared OMol25 structures with the same formula, charge and spin = 0.000 eV
calculated total energy = -9683.884 eV
⟨S²⟩ = 0.751
spin multiplicity = 2
orbital gap (spin up / spin down) = 3.216 / 10.396 eV
HOMO energy (spin up / spin down) = -2.648 / -9.983 eV
F_max = 1.3 eV/Å

Last column: natural (NBO) charge in e.
Atoms and positions in Å:
1 N -0.884 1.163 0.205  -0.84
2 C -0.326 1.544 -0.937  0.41
3 N 0.890 1.087 -1.264  -0.82
4 N -0.924 2.429 -1.731  -0.92
5 H -0.449 0.434 0.772  0.41
6 H -1.882 1.335 0.343  0.33
7 H 1.430 0.540 -0.611  0.40
8 H 1.273 1.134 -2.200  0.37
9 H -0.467 2.591 -2.627  0.34
10 H -1.935 2.585 -1.637  0.31
11 N -0.421 -1.454 1.536  -0.86
12 C 0.845 -2.034 1.374  0.27
13 N 1.194 -2.615 0.299  -0.69
14 H -0.594 -1.321 2.526  0.38
15 H -1.124 -2.076 1.155  0.40
16 H 1.495 -2.013 2.255  0.14
17 H 1.878 -3.330 0.543  0.35

***

Entry 2:
This record from OMol25 describes an isolated molecule of C2H10N6 in a non-equilibrium geometry. The level of theory is wB97M-V/def2-TZVPD.

energy above the lowest of the compared OMol25 structures with the same formula, charge and spin = 4.039 eV
calculated total energy = -11173.445 eV
spin multiplicity = 1
orbital gap = 9.671 eV
HOMO energy = -8.928 eV
F_max = 2.8 eV/Å

Last column: natural (NBO) charge in e.
Atoms and positions in Å:
1 H 0.340 2.084 -0.947  0.35
2 N 1.249 1.638 -0.854  -0.71
3 C 1.216 0.504 -0.315  0.45
4 C 2.577 -0.238 -0.050  -0.67
5 N 0.120 -0.119 0.227  -0.20
6 N 0.104 -1.502 0.442  -0.65
7 N -1.173 0.535 -0.130  -0.02
8 N -1.960 0.856 0.993  -0.67
9 N -1.889 -0.256 -1.047  -0.68
10 H 3.146 0.334 0.677  0.23
11 H 2.389 -1.244 0.307  0.23
12 H 3.125 -0.257 -0.987  0.23
13 H -0.423 -1.719 1.284  0.35
14 H -0.321 -1.978 -0.355  0.36
15 H -1.595 1.702 1.416  0.37
16 H -1.977 0.108 1.692  0.32
17 H -2.297 0.354 -1.746  0.37
18 H -2.630 -0.803 -0.607  0.34

***

Entry 3:
This record from OMol25 describes a cluster of 2 separate species, C2H10NO in total in a non-equilibrium geometry. The level of theory is wB97M-V/def2-TZVPD.

energy above the lowest of the compared OMol25 structures with the same formula, charge and spin = 0.034 eV
calculated total energy = -5770.691 eV
⟨S²⟩ = 0.751
spin multiplicity = 2
orbital gap (spin up / spin down) = 3.988 / 12.827 eV
HOMO energy (spin up / spin down) = -3.153 / -12.325 eV
F_max = 1.1 eV/Å

Last column: natural (NBO) charge in e.
Atoms and positions in Å:
1 O 2.708 0.410 0.000  -1.00
2 H 3.248 1.097 0.408  0.48
3 H 0.919 -0.143 0.344  0.43
4 H 3.076 0.243 -0.878  0.48
5 C -1.515 0.728 -0.608  -0.64
6 C -1.122 -0.666 -0.094  -0.34
7 N 0.118 -0.645 0.761  -1.04
8 H -1.161 1.523 0.045  0.22
9 H -2.596 0.824 -0.582  0.22
10 H -1.138 0.874 -1.614  0.21
11 H -0.886 -1.289 -0.956  0.21
12 H -1.892 -1.109 0.519  0.21
13 H 0.368 -1.648 0.970  0.29
14 H -0.126 -0.199 1.684  0.29

***

Entry 4:
This record from OMol25 describes a cluster of 2 separate species, C2H10NO in total in a non-equilibrium geometry. The level of theory is wB97M-V/def2-TZVPD.

energy above the lowest of the compared OMol25 structures with the same formula, charge and spin = 1.268 eV
calculated total energy = -5766.414 eV
total charge = +1
spin multiplicity = 1
orbital gap = 10.817 eV
HOMO energy = -14.530 eV
F_max = 1.6 eV/Å

Last column: natural (NBO) charge in e.
Atoms and positions in Å:
1 C 0.499 -2.253 1.161  -0.44
2 N 0.294 -0.838 0.685  -0.67
3 H 0.461 -0.817 -0.319  0.46
4 H -0.650 -0.462 0.781  0.46
5 H 0.931 -0.244 1.211  0.44
6 H 0.457 -2.880 0.271  0.24
7 H -0.190 -2.603 1.916  0.25
8 H 1.542 -2.402 1.445  0.24
9 C -0.189 2.229 -1.204  -0.26
10 O -1.195 1.159 -1.100  -0.78
11 H -2.022 1.643 -1.214  0.49
12 H 0.694 1.898 -0.676  0.16
13 H -0.160 2.419 -2.274  0.20
14 H -0.475 3.149 -0.681  0.19

***

Entry 5:
This record from OMol25 describes a cluster of 3 separate species, C2H10NO2 in total in a non-equilibrium geometry. The level of theory is wB97M-V/def2-TZVPD.

energy above the lowest of the compared OMol25 structures with the same formula, charge and spin = 1.104 eV
calculated total energy = -7813.906 eV
total charge = +1
spin multiplicity = 1
orbital gap = 11.620 eV
HOMO energy = -14.994 eV
F_max = 1.9 eV/Å

Last column: natural (NBO) charge in e.
Atoms and positions in Å:
1 C 1.265 -1.398 -0.376  -0.07
2 C 0.951 -1.756 -1.600  -0.32
3 N 0.675 -0.219 0.338  -0.72
4 H 1.566 -2.169 0.317  0.22
5 H 1.157 -2.787 -1.900  0.25
6 H 0.752 -0.979 -2.305  0.21
7 H -0.135 -0.625 0.828  0.45
8 H 0.254 0.593 -0.199  0.48
9 H 1.366 0.141 0.999  0.44
10 H -2.714 0.195 2.190  0.48
11 H -2.526 1.472 3.065  0.49
12 O -2.127 0.928 2.382  -0.97
13 H -0.203 1.903 -1.985  0.51
14 H -0.054 2.806 -0.744  0.51
15 O -0.225 1.895 -1.010  -0.95

***

Entry 6:
This record from OMol25 describes a cluster of 3 separate species, C2H10NO3 in total in a non-equilibrium geometry. The level of theory is wB97M-V/def2-TZVPD.

energy above the lowest of the compared OMol25 structures with the same formula, charge and spin = 0.524 eV
calculated total energy = -9869.247 eV
total charge = -1
spin multiplicity = 1
orbital gap = 8.279 eV
HOMO energy = -4.163 eV
F_max = 1.3 eV/Å

Last column: natural (NBO) charge in e.
Atoms and positions in Å:
1 C 0.374 -1.186 0.119  -0.07
2 O -0.482 -0.497 -0.774  -0.82
3 C 0.351 -0.603 1.546  -0.24
4 N 0.449 0.844 1.659  -0.87
5 H 1.405 -1.100 -0.265  0.14
6 H -0.015 -2.207 0.178  0.15
7 H 1.171 -1.128 2.090  0.15
8 H -0.575 -0.967 2.007  0.17
9 H -0.454 1.290 1.447  0.43
10 H 0.903 1.119 0.783  0.34
11 H -0.899 0.289 -0.253  0.52
12 H -2.440 1.648 -0.390  0.43
13 O -1.674 1.569 0.183  -1.29
14 H 1.077 0.909 -3.001  0.45
15 H 0.132 -0.021 -2.246  0.51
16 O 0.678 0.042 -3.083  -1.00

***

Entry 7:
This record from OMol25 describes a cluster of 3 separate species, C2H10NO3 in total in a non-equilibrium geometry. The level of theory is wB97M-V/def2-TZVPD.

energy above the lowest of the compared OMol25 structures with the same formula, charge and spin = 0.309 eV
calculated total energy = -9869.462 eV
total charge = -1
spin multiplicity = 1
orbital gap = 8.167 eV
HOMO energy = -3.891 eV
F_max = 2.0 eV/Å

Last column: natural (NBO) charge in e.
Atoms and positions in Å:
1 C -0.701 -0.918 1.318  -0.43
2 N 0.201 -1.564 0.296  -0.68
3 C -0.097 -1.036 -1.024  0.11
4 O 0.268 0.269 -1.252  -0.95
5 H -1.676 -0.728 0.887  0.19
6 H -0.239 0.012 1.596  0.19
7 H -0.814 -1.618 2.146  0.17
8 H 1.113 -1.321 0.656  0.35
9 H -1.166 -1.256 -1.226  0.10
10 H 0.380 -1.674 -1.807  0.10
11 H 2.633 1.282 -0.159  0.44
12 H 1.186 0.828 -0.184  0.50
13 O 1.876 1.272 0.431  -1.05
14 H -0.930 1.428 -0.817  0.51
15 H -0.648 2.729 -0.207  0.45
16 O -1.385 2.296 -0.652  -1.01

***

Entry 8:
This record from OMol25 describes a cluster of 3 separate species, C2H10NO3 in total in a non-equilibrium geometry. The level of theory is wB97M-V/def2-TZVPD.

energy above the lowest of the compared OMol25 structures with the same formula, charge and spin = 0.978 eV
calculated total energy = -9868.793 eV
total charge = -1
spin multiplicity = 1
orbital gap = 7.575 eV
HOMO energy = -3.596 eV
F_max = 1.8 eV/Å

Last column: natural (NBO) charge in e.
Atoms and positions in Å:
1 C 0.926 0.902 -0.782  -0.07
2 O 0.804 -0.219 0.026  -0.80
3 C -0.056 2.051 -0.496  -0.24
4 N -1.461 1.642 -0.607  -0.86
5 H 0.711 0.582 -1.821  0.14
6 H 1.973 1.254 -0.813  0.13
7 H 0.075 2.945 -1.107  0.16
8 H 0.173 2.309 0.543  0.17
9 H -1.756 1.214 0.252  0.36
10 H -1.513 0.886 -1.277  0.39
11 H 0.186 -0.836 -0.487  0.52
12 H -0.789 -2.341 -0.835  0.40
13 O -1.260 -1.492 -0.919  -1.30
14 H 0.137 -3.485 2.701  0.46
15 H 0.853 -2.251 2.661  0.48
16 O 0.997 -3.158 2.959  -0.95